Run A
DFT (ωB97M-V/def2-TZVPD) results for 2 unconnected molecules or ions with the total composition C3H11N2O.

Net charge ... +1
HOMO level ... -14.09 eV
Frontier orbital gap ... 10.905 eV

Last column: natural (NBO) charge in e.
Atoms and positions in Å:
H: 2.15733 2.06824 -0.76652  0.4292
H: -2.14137 -2.69755 -1.78075  0.2659
H: -1.36960 -2.04589 -0.38193  0.2422
N: 1.81955 1.91526 0.23452  -0.8463
H: 2.35165 0.65897 2.65679  0.2388
C: 1.31395 0.39208 2.21087  -0.7471
H: 1.95780 2.69419 0.85043  0.4141
C: -2.09669 -1.66888 -1.14033  -0.4588
N: -1.30187 -0.43113 -1.73916  -0.7186
H: -0.70525 0.12039 -0.96949  0.4914
C: 1.27012 0.71312 0.75544  0.7390
H: 1.25288 -0.56878 2.56072  0.2654
H: -1.83708 0.15742 -2.23791  0.4052
H: -3.08227 -1.34200 -0.63645  0.2573
O: 0.47661 0.04001 0.10273  -0.6875
H: 0.49430 0.75064 2.80769  0.2682
H: -0.56007 -0.75609 -2.52666  0.4416

Run B
DFT (ωB97M-V/def2-TZVPD) results for 2 unconnected molecules or ions with the total composition C3H11N2O.

Net charge ... +1
HOMO level ... -14.84 eV
Frontier orbital gap ... 10.842 eV

Last column: natural (NBO) charge in e.
Atoms and positions in Å:
H: 1.18670 0.99171 -0.16878  0.2355
H: 0.55068 2.59607 -0.65106  0.2444
O: 2.06639 -0.31668 1.92277  -0.9539
C: -0.84125 -1.20010 -0.82513  0.4311
C: 0.22769 1.68988 -0.12478  -0.6352
H: -0.47124 0.92138 -1.95154  0.2173
H: -2.20657 -0.03725 0.30527  0.4465
H: -0.09269 1.84489 0.94493  0.2231
H: 2.58915 -1.08302 2.20816  0.4742
C: -0.95760 1.14455 -0.93390  -0.2212
H: -0.40293 -2.15764 0.85683  0.4315
H: -1.81680 1.84232 -0.87111  0.2301
N: -0.27687 -2.18655 -0.15371  -0.6786
H: 2.50200 0.34446 2.50837  0.4825
N: -1.48787 -0.13592 -0.42460  -0.5789
H: 0.01832 -3.01011 -0.63855  0.4400
H: -0.58713 -1.24799 -2.00316  0.2115

Each structure's energy above the most stable one, in kcal/mol: run A 8.3; run B 0.0.

Run A
DFT (ωB97M-V/def2-TZVPD) results for 2 unconnected molecules or ions with the total composition C3H11N2O.

Net charge ... +1
HOMO level ... -14.57 eV
Frontier orbital gap ... 10.760 eV

Last column: natural (NBO) charge in e.
Atoms and positions in Å:
H: 0.84346 -2.51399 0.76013  0.2288
H: 0.34248 1.30952 -1.90206  0.4085
H: 0.17569 0.51240 1.02684  0.2251
C: -0.10283 -1.99837 0.69244  -0.2209
C: -1.13001 -2.99788 0.25464  -0.6400
C: 0.39329 0.25589 -0.08290  0.3786
N: 0.08805 1.32244 -0.92041  -0.7526
H: 0.30257 -1.20541 -1.40441  0.4239
N: 0.23185 -1.02693 -0.41908  -0.5133
O: 0.54327 3.60487 0.37644  -0.9616
H: -1.95798 -2.49450 -0.12564  0.2190
H: 0.23821 4.60411 0.49767  0.5192
H: -0.92554 -3.78273 -0.48727  0.2390
H: -0.55662 -1.48023 1.51649  0.2311
H: 0.14514 2.31714 -0.46320  0.4644
H: 1.49563 3.79578 0.55577  0.4999
H: -1.65112 -3.52732 1.20560  0.2510

Run B
DFT (ωB97M-V/def2-TZVPD) results for 2 unconnected molecules or ions with the total composition C3H11N2O.

Net charge ... +1
HOMO level ... -12.49 eV
Frontier orbital gap ... 9.043 eV

Last column: natural (NBO) charge in e.
Atoms and positions in Å:
H: -2.98670 -0.91659 0.03230  0.2213
C: -2.10617 -1.06697 -0.63749  -0.6763
O: 2.32427 1.85980 1.27160  -0.9799
C: -0.94089 -0.55552 -0.00513  0.2571
H: 0.09473 -1.92332 -1.21319  0.2507
H: 1.34208 0.85389 -1.05453  0.4325
H: -0.40899 0.88944 1.34610  0.3982
H: 2.37658 2.58473 0.81721  0.4838
N: 1.41007 -0.10697 -0.74623  -0.6901
H: 2.40684 1.78022 2.16827  0.5048
H: -2.04761 0.38062 1.41074  0.4088
H: 1.92250 -0.14602 0.21427  0.4610
H: -2.09026 -2.14407 -1.00356  0.2617
N: -1.12890 0.22419 1.12515  -0.7593
C: 0.20292 -0.82820 -0.73954  -0.2942
H: 2.14752 -0.34294 -1.46116  0.4562
H: -2.51799 -0.54228 -1.52481  0.2636

Run C
DFT (ωB97M-V/def2-TZVPD) results for 2 unconnected molecules or ions with the total composition C3H11N2O.

Net charge ... +1
HOMO level ... -13.51 eV
Frontier orbital gap ... 9.960 eV

Last column: natural (NBO) charge in e.
Atoms and positions in Å:
H: 3.23852 -0.52991 -2.66772  0.4607
C: 0.05561 -0.43860 1.19155  -0.2078
C: -2.10634 0.87171 1.85051  -0.6379
H: -1.49576 1.70824 -0.49059  0.4129
H: -1.53037 1.69170 2.34455  0.2476
N: 0.85695 -0.60245 -0.13501  -0.7004
H: 1.38873 -1.50926 -0.19228  0.4664
N: -1.24378 0.72504 -0.42871  -0.8748
H: 0.06038 -0.83320 -0.69451  0.4464
H: -0.70585 0.44783 -1.33183  0.3805
H: -3.10539 1.28163 1.34099  0.2619
H: 1.43528 0.24397 -0.32536  0.4571
H: 0.36626 -0.50953 2.19021  0.2568
H: 3.52512 -1.70992 -3.27677  0.4882
C: -1.03139 0.27493 0.94804  0.2576
O: 2.73738 -1.33106 -2.78742  -0.9472
H: -2.44535 0.21886 2.46435  0.2318

Run D
DFT (ωB97M-V/def2-TZVPD) results for 2 unconnected molecules or ions with the total composition C3H11N2O.

Net charge ... +1
HOMO level ... -12.43 eV
Frontier orbital gap ... 9.278 eV

Last column: natural (NBO) charge in e.
Atoms and positions in Å:
H: 0.92312 -2.05236 1.41973  0.2397
H: 0.00372 -0.88496 2.47507  0.2241
H: -2.32372 2.32632 -1.34815  0.5002
N: 0.34511 1.20985 0.61326  -0.7045
H: -0.18030 1.34214 1.47731  0.4415
O: -1.35488 2.21483 -1.35581  -0.9676
H: 0.06315 -2.83788 -0.37458  0.3991
H: 1.26553 1.61961 0.45906  0.4406
H: -0.25522 1.58823 -0.14276  0.4711
H: -0.30574 -2.35914 -1.93588  0.4026
C: 0.11169 -0.80000 -0.75790  0.0375
C: 0.38585 -0.28112 0.45462  -0.0066
C: 0.81550 -1.01218 1.69392  -0.6519
N: 0.16445 -2.12610 -1.07660  -0.7792
H: -0.09163 -0.10506 -1.56157  0.2166
H: 1.73585 -0.61286 2.11631  0.2348
H: -1.30248 2.77066 -2.15604  0.5022

Each structure's energy above the most stable one, in kcal/mol: run A 14.5; run B 45.3; run C 57.9; run D 0.0.

Run A
DFT (ωB97M-V/def2-TZVPD) results for a molecular structure, C2H8N4O.

HOMO level ... -7.31 eV
Frontier orbital gap ... 7.689 eV

Last column: natural (NBO) charge in e.
Atoms and positions in Å:
H: -0.85513 1.12483 -0.40085  0.3165
N: 0.99128 -1.32133 -0.85785  -0.7679
C: -0.69242 0.02416 0.45941  -0.0458
N: -1.47782 -1.17509 0.66256  -0.8790
O: 1.46488 1.78042 -1.18770  -0.6020
H: -1.47411 -1.43368 1.64230  0.3655
H: 1.46529 2.25312 -2.02938  0.4638
H: 1.56570 -1.33523 -1.68630  0.4015
H: -0.27107 1.62101 1.71132  0.3786
N: 0.31104 0.89118 -1.30980  -0.3786
H: -2.43859 -1.03137 0.37530  0.3735
C: 0.37995 -0.16755 -0.53419  0.4340
H: 0.55397 -2.16066 -0.51233  0.4212
N: -0.22882 0.61168 1.70446  -0.8386
H: 0.70585 0.31850 1.96304  0.3572

Run B
DFT (ωB97M-V/def2-TZVPD) results for a molecular structure, C2H8N4O.

HOMO level (spin up / spin down) ... -6.38 / -6.41 eV
Frontier orbital gap (spin up / spin down) ... 6.210 / 6.288 eV

Last column: natural (NBO) charge in e.
Atoms and positions in Å:
C: -0.39677 0.58301 -0.76916  0.2793
H: -1.51891 0.46230 1.00412  0.4185
H: 1.32544 0.27597 1.12836  0.3915
N: 0.43765 0.38767 1.64535  -0.6123
O: -1.30482 1.62154 -0.98016  -0.7291
H: 1.69024 0.15281 -0.70249  0.1772
H: -0.75858 2.36569 -1.27941  0.4984
H: 1.09683 0.75781 -2.25960  0.2150
N: -0.59173 0.17797 0.70112  -0.1764
C: 0.94178 0.76128 -1.18849  -0.8801
H: 0.52605 -0.38870 2.29955  0.3748
N: -0.88511 -1.46972 0.39461  -0.0140
H: -0.91805 -0.66287 -1.02946  0.1321
N: 0.15263 -2.04684 0.73676  -0.4505
H: 0.20337 -2.97794 0.29891  0.3756

Each structure's energy above the most stable one, in kcal/mol: run A 0.0; run B 55.5.